# 1
{
  "formula": "C3H9N5",
  "method": "ωB97M-V/def2-TZVPD",
  "species": ["C", "C", "C", "N", "N", "N", "N", "N", "H", "H", "H", "H", "H", "H", "H", "H", "H"],
  "positions_angstrom": [[0.90444, 0.38127, 0.00022], [-1.46872, 0.43997, -0.02288], [0.98426, -1.05607, -0.50970], [-1.28956, -1.53904, 0.11529], [-0.24310, 1.03734, 0.06449], [2.04483, 1.06000, 0.19022], [-2.60517, 1.00940, -0.08350], [-0.00218, -1.73990, 0.36119], [0.62272, -1.04681, -1.57452], [1.95355, -1.29429, -0.52304], [-0.22929, 1.93008, 0.49450], [2.89232, 0.55887, -0.14426], [2.10204, 2.10662, 0.36696], [-3.58191, 0.49497, 0.02577], [-2.82393, 1.87334, -0.55558], [0.22809, -2.70049, 0.39660], [0.51160, -1.51525, 1.39825]],
  "lowdin_charge": [-0.2903, -0.1297, 0.0060, 0.2299, 0.1697, 0.2208, 0.2125, -0.0910, 0.1879, 0.1043, 0.1817, 0.1625, 0.1922, 0.2280, 0.1453, 0.1643, 0.3058],
  "multiplicity": 3,
  "charge": 2,
  "fmax_ev_per_a": 7.0,
  "s_squared": 2.045,
  "homo_ev": [-15.05, -18.88],
  "gap_ev": [5.94, 8.72]
}

***

# 2
{
  "formula": "C3H9NO",
  "method": "ωB97M-V/def2-TZVPD",
  "species": ["C", "C", "N", "C", "H", "H", "H", "H", "H", "H", "H", "H", "H", "O"],
  "positions_angstrom": [[0.00247, 1.91715, 1.20151], [-0.45974, 0.84925, 0.42546], [0.28272, 0.04437, -0.44362], [-0.42971, -0.63733, -1.54244], [1.05533, 2.14014, 1.35338], [-0.79298, 2.68060, 1.54891], [-1.51928, 0.96310, 0.16416], [1.17958, 0.55458, -0.77154], [0.32892, -1.01005, -2.27292], [-1.07887, 0.03054, -2.08238], [-1.04444, -1.40331, -1.15827], [0.83785, -1.32812, 0.78125], [0.65817, -2.47472, 1.85598], [0.97999, -2.32621, 0.94050]],
  "lowdin_charge": [-0.0179, -0.2523, -0.1620, -0.0983, 0.0321, 0.0683, 0.1009, 0.1719, 0.1011, 0.0653, 0.0634, 0.0203, 0.0356, -0.1283],
  "charge": 0,
  "fmax_ev_per_a": 4.0,
  "smiles": "C=CNC.O",
  "homo_ev": -8.49,
  "gap_ev": 9.47
}

***

# 3
{
  "formula": "C3H9NO",
  "method": "ωB97M-V/def2-TZVPD",
  "species": ["C", "C", "H", "H", "H", "H", "N", "C", "O", "H", "H", "H", "H", "H"],
  "positions_angstrom": [[-0.66943, -0.22000, -3.42654], [-1.49558, -1.03726, -2.79573], [0.37784, -0.41801, -3.59078], [-0.94810, 0.69302, -3.95272], [-1.22333, -2.03564, -2.47643], [-2.53464, -0.71684, -2.72848], [-0.09187, 0.80963, 3.01312], [0.83450, 0.06952, 2.22227], [1.79174, 0.94220, 1.61983], [0.31622, 1.15112, 3.87529], [-0.63520, 1.46397, 2.46556], [1.33101, -0.66166, 2.86989], [0.33029, -0.50168, 1.42837], [2.61658, 0.46165, 1.47634]],
  "lowdin_charge": [-0.0912, -0.0831, 0.0367, 0.0471, 0.0453, 0.0459, 0.0163, -0.3731, -0.0831, 0.0734, 0.0724, 0.1102, 0.1098, 0.0735],
  "charge": 0,
  "fmax_ev_per_a": 0.9,
  "smiles": "C=C.NCO",
  "homo_ev": -9.64,
  "gap_ev": 10.59
}

***

# 4
{
  "formula": "C3H9NO",
  "method": "ωB97M-V/def2-TZVPD",
  "species": ["C", "N", "H", "H", "H", "H", "H", "O", "C", "C", "H", "H", "H", "H"],
  "positions_angstrom": [[0.92952, 1.82523, -0.13426], [1.68367, 0.64995, 0.28084], [-0.15005, 1.42768, -0.31091], [1.05671, 2.29577, -1.14297], [0.66320, 2.49778, 0.69541], [2.68019, 0.87923, 0.36042], [1.73383, 0.10517, -0.60447], [-0.03215, -1.45007, -1.32804], [-0.90357, -0.99449, -0.55581], [-1.40799, -1.62895, 0.72016], [-1.63340, -0.08512, -0.94617], [-2.23309, -2.30190, 0.40335], [-1.73478, -0.89166, 1.50377], [-0.65208, -2.32862, 1.05868]],
  "lowdin_charge": [-0.2272, -0.0738, 0.0520, 0.0793, 0.0670, 0.0592, 0.0557, -0.0183, -0.3294, -0.0677, 0.1449, 0.0907, 0.0948, 0.0727],
  "charge": 0,
  "fmax_ev_per_a": 4.0,
  "smiles": "CC=O.CN",
  "homo_ev": -9.70,
  "gap_ev": 10.75
}

***

These records have energy above the lowest of the compared OMol25 structures with the same formula, charge and spin values of 72.48; 46.91; 43.99; 48.30 kcal per mole, in the order they appear.
These records have total energy values of -10682.6602; -6793.0214; -6793.1480; -6792.9614 eV, in the order they appear.